Density functional theory data (ωB97M-V with the def2-TZVPD basis set) for a 2-piece molecular cluster, C3H11NS overall.

XYZ file:
```
16
Properties=species:S:1:pos:R:3:forces:R:3
C 0.46026 0.75791 -1.63206 0.10 0.14 -0.10
C -0.29125 -0.54846 -1.41830 -0.07 -0.51 -0.31
S -1.92706 -0.33004 -0.65213 -0.91 -0.65 -1.23
H -0.13471 1.44604 -2.25584 0.26 -0.24 0.30
H 1.42115 0.56579 -2.13840 -0.25 0.12 0.16
H 0.66399 1.24707 -0.66468 -0.08 -0.06 -0.46
H -0.50965 -1.03729 -2.38722 0.20 0.24 0.45
H 0.30171 -1.25786 -0.80952 -0.38 0.35 -0.74
H -1.48066 0.22240 0.49593 0.01 0.27 -0.31
C 0.53594 -0.59685 1.44620 0.35 -0.25 0.23
N -0.40008 0.52029 1.61470 0.82 0.55 1.85
H -0.04022 -1.48928 1.14916 0.28 0.37 0.19
H 1.12074 -0.84015 2.34921 -0.21 0.10 -0.23
H 1.23531 -0.34256 0.63206 -0.23 -0.18 0.57
H -1.06156 0.31667 2.37210 0.39 0.07 -0.20
H 0.10604 1.36635 1.89875 -0.27 -0.34 -0.17
```
Positions in Å, forces in eV/Å.

As for the SMILES: CCS.CN. Its total charge is 0. The gap between HOMO and LUMO comes out at 9.08 eV. The HOMO energy is -8.22 eV.

***

Density functional theory data (ωB97M-V with the def2-TZVPD basis set) for C31H42BF5N8OPtS3Se2Te as an isolated structure.

XYZ file:
```
95
Properties=species:S:1:pos:R:3:forces:R:3
Pt 0.95262 0.83035 2.12946 0.10 0.14 -0.08
C 5.24350 -1.68703 -0.60023 0.01 0.00 0.01
C 4.90934 -0.34213 -1.24095 -0.04 -0.02 -0.01
C 5.68138 -0.21814 -2.55155 0.01 -0.01 -0.01
C 5.27787 0.84179 -0.35280 -0.03 0.02 0.00
N 3.42697 -0.29935 -1.55141 0.00 0.05 0.04
C 2.92461 -0.22070 -2.83388 0.02 -0.03 -0.01
C 1.58474 -0.21342 -2.74638 -0.06 0.03 0.00
N 1.23830 -0.27641 -1.40580 0.05 0.02 -0.01
B -0.19883 -0.34171 -0.87462 0.02 0.23 0.24
N -1.07005 0.72737 -1.65637 0.10 -0.06 -0.09
C -0.55673 1.83537 -2.20889 0.01 0.04 0.11
C -1.60033 2.64797 -2.60763 0.01 0.03 0.07
N -2.75366 2.04824 -2.27482 0.05 0.09 0.02
C -2.45076 0.82903 -1.67817 -0.07 -0.04 -0.05
S -3.49313 -0.31340 -1.09827 -0.09 0.02 -0.05
C -4.09805 2.64754 -2.66407 0.00 -0.05 -0.03
C -3.92168 4.16619 -2.72986 0.01 -0.01 -0.05
C -5.19471 2.33020 -1.65272 0.01 0.02 0.05
C -4.44582 2.07998 -4.03769 -0.03 -0.04 0.01
N -0.75062 -1.78850 -1.07841 0.06 -0.19 -0.25
C -0.78078 -2.45437 -2.24771 0.02 0.17 0.10
C -1.29303 -3.70869 -2.01970 0.03 -0.15 0.14
N -1.56360 -3.81215 -0.70105 -0.01 -0.08 -0.22
C -1.25051 -2.61362 -0.10360 -0.09 0.24 0.42
S -1.54268 -2.15169 1.47627 0.09 -0.12 -0.18
C -2.17479 -5.04476 -0.06106 -0.02 0.02 0.04
C -1.35667 -5.45903 1.16096 0.05 -0.02 -0.03
C -3.62041 -4.71139 0.29892 0.01 0.00 0.04
C -2.13570 -6.17945 -1.08092 -0.05 0.02 -0.02
C 2.38690 -0.34139 -0.68464 0.06 -0.02 -0.08
S 2.52304 -0.62804 1.01279 -0.22 0.03 0.09
H 6.32239 -1.74754 -0.45919 0.00 0.00 0.00
H 4.94154 -2.50920 -1.25109 0.00 0.00 0.00
H 4.76925 -1.80974 0.36998 0.00 0.00 0.00
H 6.74236 -0.22339 -2.30856 0.00 -0.01 0.00
H 5.47019 0.72058 -3.06466 0.01 0.00 0.00
H 5.49789 -1.05705 -3.22408 0.00 0.00 0.00
H 6.35498 0.82532 -0.18679 -0.01 0.00 0.00
H 4.78228 0.80552 0.61170 -0.04 -0.01 0.05
H 5.02207 1.78143 -0.84235 -0.01 0.03 -0.01
H 3.55126 -0.16731 -3.70181 0.00 0.00 0.00
H 0.85798 -0.13186 -3.53483 -0.01 0.02 0.00
H -0.26620 -0.08157 0.29006 0.01 -0.04 -0.06
H 0.49641 2.03971 -2.26248 0.08 0.00 0.01
H -1.54585 3.60999 -3.08095 0.01 0.01 0.01
H -3.45919 4.55923 -1.82324 -0.03 0.01 0.02
H -4.90683 4.61694 -2.82832 0.00 0.00 -0.01
H -3.34220 4.48933 -3.59405 0.01 -0.01 0.00
H -4.90405 2.60093 -0.63667 0.02 0.00 0.01
H -5.49638 1.29016 -1.66766 0.00 0.00 -0.01
H -6.06015 2.93268 -1.92562 0.00 0.01 0.03
H -3.67870 2.32574 -4.77307 0.00 0.00 0.00
H -5.38825 2.51079 -4.37444 0.00 0.00 0.00
H -4.56513 0.99680 -3.99336 0.00 0.00 0.00
H -0.44210 -2.02723 -3.17455 0.01 -0.01 -0.02
H -1.44814 -4.51357 -2.71276 -0.01 0.02 -0.02
H -1.45107 -4.75750 1.98299 0.01 0.03 -0.01
H -0.30316 -5.57922 0.90324 0.00 0.01 0.00
H -1.72937 -6.42426 1.50116 0.00 0.00 0.00
H -3.67087 -3.91489 1.03902 -0.02 -0.01 0.00
H -4.09377 -5.59739 0.72087 0.01 -0.01 -0.01
H -4.18325 -4.41463 -0.58696 0.00 0.00 -0.01
H -1.12968 -6.34766 -1.46748 0.01 -0.04 0.03
H -2.82587 -6.01911 -1.91009 0.02 0.03 -0.02
H -2.44921 -7.09115 -0.57698 -0.02 0.00 0.00
Se 0.67332 2.32951 5.38763 0.05 0.17 -0.10
Se 2.49518 1.89720 3.96741 -0.11 -0.14 0.04
C 2.55827 0.03011 4.47442 -0.02 0.01 -0.03
C 3.47487 -0.51017 5.34878 0.01 0.01 0.00
C 3.36505 -1.87048 5.62064 0.00 0.00 0.00
C 2.36572 -2.60633 5.00767 0.00 0.00 0.00
C 1.50222 -1.96784 4.12831 -0.01 -0.02 0.01
N 1.59672 -0.66695 3.87500 -0.06 -0.01 0.05
C -0.60031 2.83223 4.04539 0.01 -0.08 -0.05
C -1.45594 3.87650 4.35795 -0.04 0.00 0.02
C -2.42635 4.24182 3.44034 0.04 -0.02 0.04
C -2.48909 3.56553 2.23398 0.02 -0.03 -0.02
C -1.58402 2.55179 1.99364 -0.07 -0.05 -0.03
N -0.66218 2.17108 2.88604 0.17 -0.15 0.09
H 4.24199 0.10172 5.80177 0.00 0.00 0.01
H 4.05617 -2.34427 6.30455 0.00 0.00 0.00
H 2.25501 -3.66389 5.19945 0.00 0.00 0.00
H 0.72184 -2.50578 3.60557 -0.02 0.00 0.01
H -1.34555 4.40287 5.29530 0.00 0.01 0.00
H -3.10466 5.05516 3.65939 0.00 0.00 0.00
H -3.21372 3.83021 1.47768 -0.01 -0.01 0.00
H -1.57081 2.02153 1.05207 -0.01 -0.03 -0.02
F 0.22107 4.60545 -0.62377 -0.01 0.01 -0.01
Te 1.65702 3.84539 0.30587 -0.06 0.00 -0.22
F 2.47308 3.43312 -1.32902 -0.02 0.01 0.03
F 0.94435 4.44753 1.92471 0.02 0.04 0.03
F 2.46364 5.49157 0.16404 0.01 0.02 0.02
F 3.18230 3.29869 1.22639 0.10 -0.03 -0.02
O 0.83890 2.23717 0.37665 -0.06 -0.09 -0.04
```
Positions in Å, forces in eV/Å.

Its total charge is +2. The gap between HOMO and LUMO (alpha / beta) comes out at 6.88 / 5.05 eV. The multiplicity is 5. The HOMO energy (alpha / beta) is -12.04 / -12.86 eV.

***

Molar mass readings, ordered: 93.19, 1225.33 g/mol
Energy above the lowest of the compared OMol25 structures with the same formula, charge and spin readings, ordered: 19.4, 20.2 kcal per mole
Total energy readings, ordered: -573.800625, -8628.346688 Eh